This record from the Open Molecules 2025 dataset describes a 9-piece molecular cluster, C48H47N7O16 overall at a distorted geometry. The level of theory is ωB97M-V/def2-TZVPD.

The geometry in XYZ format:
```
118
Properties=species:S:1:pos:R:3:forces:R:3:mulliken_charge:R:1
O -3.01602 -2.04178 0.18863 0.2 -0.1 -0.3 -0.606
N -1.88872 -2.46997 0.26548 1.8 -0.2 1.1 1.219
O -1.31162 -3.22873 -0.49078 -0.6 0.1 -0.8 -0.602
C -1.04509 -2.12391 1.44700 1.5 0.4 1.7 -0.283
C 0.36837 -2.25724 1.55891 -0.8 0.2 -0.9 0.254
C 1.01889 -1.88473 2.73724 -0.2 0.2 -1.0 -1.117
C 0.29887 -1.43487 3.81473 -0.5 0.2 1.2 -0.213
C -1.08751 -1.42335 3.79745 0.7 0.7 -0.7 -0.905
C -1.68029 -1.66730 2.58409 -2.2 -0.5 -0.6 -0.379
H 0.98225 -2.48234 0.69933 -0.1 -0.4 -0.1 0.881
H 2.09685 -1.81846 2.73556 0.1 -0.2 0.0 0.490
H 0.76295 -1.01642 4.69559 0.4 -0.3 0.1 0.391
H -1.67692 -1.02447 4.60978 0.0 -0.1 0.1 0.411
H -2.74901 -1.54477 2.48819 -0.2 0.1 0.1 0.469
O -8.13981 -4.08540 -3.56948 2.0 0.8 0.8 -0.605
N -7.13909 -3.45623 -3.15917 -1.9 0.7 -0.2 0.927
O -7.19207 -2.53832 -2.33495 -0.1 -1.2 -0.6 -0.535
C -5.85617 -3.69584 -3.77258 2.7 0.1 -2.3 -0.256
C -4.69211 -3.01145 -3.32940 -2.2 -0.1 1.9 -0.368
C -3.45928 -3.11408 -3.90523 -0.6 0.4 -1.7 0.051
C -3.41204 -3.77735 -5.14055 1.5 -1.3 2.1 -0.430
C -4.47234 -4.52566 -5.58585 0.0 1.0 -0.8 -0.549
C -5.71168 -4.38296 -4.99590 -1.4 -0.3 0.9 -0.301
H -4.90829 -2.43610 -2.44134 0.6 0.2 0.2 0.546
H -2.58251 -2.57391 -3.57981 -0.1 0.0 0.4 0.449
H -2.40534 -4.02526 -5.44302 0.0 0.4 -0.9 0.249
H -4.32308 -5.07097 -6.50605 -0.4 -0.2 0.0 0.389
H -6.57624 -4.79139 -5.49802 -0.1 -0.3 0.2 0.394
O -0.09943 5.70722 2.17001 0.6 0.2 0.1 -0.636
N 1.07782 5.64026 1.83405 -1.4 -0.7 -0.1 1.087
O 1.45817 4.90183 0.93926 0.3 0.3 0.3 -0.583
C 2.03697 6.46741 2.51988 2.4 0.7 0.4 -0.362
C 1.74112 7.31851 3.56087 -1.7 0.3 1.3 -0.018
C 2.64044 8.24188 4.10821 1.5 -0.6 -2.2 -0.743
C 3.90102 8.24164 3.49487 1.7 -1.0 0.4 -0.469
C 4.35461 7.22631 2.60100 -1.8 1.6 0.9 -0.593
C 3.37411 6.41502 2.11596 -0.1 -1.1 -1.6 0.209
H 0.76032 7.23062 4.00438 -0.3 0.2 -0.1 0.441
H 2.46070 9.01837 4.83702 -0.6 -0.4 0.1 0.388
H 4.70584 8.89467 3.79852 -0.3 0.6 0.3 0.342
H 5.34158 7.15683 2.16804 0.1 0.2 0.3 0.475
H 3.67908 5.77477 1.30144 -0.4 -0.3 0.0 0.458
O 8.99502 5.36121 3.97786 -2.0 -0.3 0.9 -0.556
N 7.86780 4.90014 4.22209 0.7 -1.3 -0.8 0.925
O 7.38418 4.60735 5.31019 1.0 1.0 -0.5 -0.576
C 7.07327 4.43662 3.05872 -1.4 0.0 -2.9 -0.088
C 5.92744 3.62081 3.27517 0.9 1.2 -0.7 -0.358
C 5.07612 3.30135 2.17902 1.5 1.0 0.0 -0.216
C 5.38966 3.76152 0.90042 1.2 0.2 0.0 -0.250
C 6.64725 4.43176 0.59749 -1.8 0.0 1.9 -0.756
C 7.39421 4.85947 1.67788 -0.2 -0.9 2.4 -0.255
H 5.70319 3.39663 4.30757 -0.2 -0.3 -0.1 0.425
H 4.14323 2.76325 2.26009 0.0 0.0 0.5 0.395
H 4.57390 3.62587 0.20577 0.4 -0.1 -0.7 0.546
H 7.01402 4.82220 -0.34030 -0.7 -0.3 -0.4 0.355
H 8.19476 5.55388 1.46984 0.3 -0.2 0.4 0.433
O -6.77030 1.60036 0.90774 1.6 -0.2 -0.6 -0.607
N -5.68050 1.29705 0.36930 -4.7 0.0 -0.4 1.066
O -4.65492 1.23679 0.95138 2.1 -0.2 0.3 -0.558
C -5.82173 0.99028 -1.08280 1.3 -0.5 -1.5 -0.688
C -4.71463 0.46991 -1.81759 -0.9 1.7 2.2 0.268
C -4.76078 0.53411 -3.17946 0.3 -1.2 -0.5 -0.490
C -5.90872 0.88693 -3.85194 -1.4 0.4 -0.4 -0.315
C -7.08606 1.27479 -3.17655 2.8 -0.5 0.0 -0.808
C -6.97696 1.31209 -1.78891 -1.6 0.4 0.1 -0.153
H -3.83625 0.19429 -1.25289 0.2 -0.1 -0.2 0.512
H -3.91643 0.16089 -3.73999 0.1 0.1 -0.1 0.475
H -5.91374 0.81804 -4.92974 0.1 0.2 -0.2 0.403
H -7.94012 1.64879 -3.72163 -0.2 -0.3 0.2 0.433
H -7.92976 1.57968 -1.35652 0.4 0.3 1.0 0.453
O 4.36631 -4.66173 -1.76855 0.5 -0.4 -1.4 -0.563
N 3.59638 -4.53800 -0.86392 1.0 0.8 1.4 0.985
O 3.08227 -3.47956 -0.54766 -0.9 0.1 -0.1 -0.505
C 3.46744 -5.64579 0.06880 -0.9 -0.9 0.5 0.179
C 2.15891 -6.01386 0.48093 1.8 -0.1 0.0 0.030
C 2.13354 -7.03897 1.38486 1.2 -1.3 1.2 -0.839
C 3.31556 -7.68260 1.87618 0.0 0.7 -0.1 -0.369
C 4.62455 -7.31283 1.46985 -3.6 -0.2 -0.4 -0.685
C 4.62723 -6.28942 0.52628 0.8 -0.2 0.3 -0.201
H 1.20770 -5.60962 0.16758 0.3 0.5 -0.4 0.481
H 1.19057 -7.38035 1.78569 -0.1 -0.1 -0.1 0.384
H 3.15927 -8.42741 2.64250 0.1 -0.2 0.0 0.362
H 5.51312 -7.85919 1.74975 0.0 0.2 0.2 0.407
H 5.66587 -6.10066 0.29826 -0.3 1.1 -1.1 0.358
O -1.37867 -0.14127 -3.32144 2.8 0.2 1.4 -0.528
N -0.19300 -0.32489 -2.90547 -2.2 -1.1 -1.3 0.969
O 0.58428 -1.09282 -3.46052 -0.7 0.7 0.2 -0.590
C 0.28091 0.28205 -1.66423 0.3 2.9 0.9 0.110
C 1.41733 -0.25360 -1.08892 0.3 -1.0 -1.1 -0.228
C 2.02222 0.26548 0.02839 -0.7 0.0 0.1 -0.765
C 1.45611 1.36585 0.64104 -0.5 0.5 0.0 -0.457
C 0.35150 2.03749 0.07445 -0.2 -1.4 -1.9 -0.353
C -0.20830 1.54186 -1.16324 0.3 -2.0 1.8 -1.124
H 1.84288 -1.12504 -1.56418 0.0 -0.1 0.1 0.543
H 2.84512 -0.27398 0.47361 0.1 0.1 0.0 0.646
H 1.88418 1.61001 1.60205 -0.2 0.6 0.1 0.596
H -0.14329 2.88745 0.52072 0.3 0.0 0.1 0.720
H -1.17187 1.88920 -1.50571 0.2 0.4 -0.3 0.414
C -1.90479 2.66606 2.74896 -0.5 -0.2 0.0 -0.389
C -3.32011 2.79449 3.31857 -0.5 0.0 1.8 0.701
C -4.13259 4.06100 3.01315 -0.5 -1.1 -0.5 -1.241
O -3.79964 1.94531 4.07577 1.2 1.2 -1.5 -0.612
H -1.19138 2.59547 3.57004 -0.1 -0.2 0.1 0.373
H -1.58043 3.48744 2.11003 -0.3 0.1 0.1 0.101
H -1.88591 1.74285 2.16978 0.2 -0.1 0.0 0.107
H -4.14169 4.18266 1.92999 0.1 0.2 -0.1 0.300
H -3.83737 5.00609 3.46894 0.5 -0.3 0.1 0.333
H -5.15032 3.81241 3.31402 0.0 0.2 0.1 0.368
C 0.60192 -4.84584 -5.55763 0.2 0.2 0.2 -1.392
C 0.00602 -4.85565 -4.13020 -0.5 -0.7 -1.6 0.618
C 0.88552 -4.39314 -3.00389 0.3 0.5 0.8 -0.236
O -1.10463 -5.33211 -3.94729 1.2 0.6 0.3 -0.568
H 0.85281 -3.84434 -5.90711 -0.1 0.3 0.3 0.309
H -0.00654 -5.29441 -6.34290 -0.3 -0.1 0.5 0.360
H 1.56035 -5.36492 -5.55055 0.1 -0.1 0.2 0.433
H 0.49352 -3.51631 -2.48854 -0.8 -0.3 0.2 -0.171
H 1.89594 -4.02047 -3.17204 0.1 -0.5 -1.0 0.449
H 0.95273 -5.23253 -2.31177 -0.1 0.1 0.2 0.199
```
Positions in Å, forces in eV/Å.

The net charge is 0. The HOMO energy is -9.3 eV. The value obtained for the LUMO energy is -1.17 eV. The calculation puts the total energy at -3443.6294 a.u. The HOMO-LUMO gap comes out at 8.15 eV. As for the SMILES: O=[N+]([O-])c1ccccc1.O=[N+]([O-])c1ccccc1.O=[N+]([O-])c1ccccc1.O=[N+]([O-])c1ccccc1.O=[N+]([O-])c1ccccc1.O=[N+]([O-])c1ccccc1.O=[N+]([O-])c1ccccc1.CC(C)=O.CC(C)=O. For the molecular weight, the calculation gives 977.9 g mol⁻¹. As for the spin multiplicity: 1.

***

This record from the Open Molecules 2025 dataset describes a 4-piece molecular cluster, C3H16NO4 overall at a distorted geometry. The level of theory is ωB97M-V/def2-TZVPD.

The geometry in XYZ format:
```
24
Properties=species:S:1:pos:R:3:forces:R:3:mulliken_charge:R:1
O -1.20607 -0.76392 1.63592 -0.4 1.4 0.6 -0.510
C -1.18884 0.69752 1.96562 3.2 -2.7 -0.7 -0.589
C -1.26625 1.37412 0.62445 -1.2 0.8 -0.5 -0.477
N -0.59386 0.60770 -0.46374 0.5 -1.7 0.5 0.035
C -0.98857 1.09287 -1.80934 -0.1 -0.1 -1.0 -0.904
H -2.00062 -1.10236 2.05364 -0.1 -0.4 0.0 0.295
H -1.87429 0.88127 2.75194 -1.1 0.8 0.1 0.467
H -0.18592 0.83591 2.39974 -0.3 0.2 0.0 0.217
H -0.75232 2.36215 0.53177 -1.1 -0.5 0.6 0.403
H -2.35226 1.34580 0.37451 0.8 0.7 -0.3 0.383
H -0.69311 -0.44927 -0.34412 -0.4 1.5 -0.2 0.522
H 0.43469 0.67605 -0.38592 -0.3 0.5 -0.1 0.123
H -1.61035 0.38099 -2.36552 0.3 0.0 0.4 0.342
H -0.10209 1.31820 -2.37200 0.5 -0.3 -0.3 0.298
H -1.52321 2.03104 -1.81556 -0.3 0.2 0.8 0.414
H 2.55105 0.92468 0.27320 0.5 0.1 0.0 0.305
H 3.04568 1.93932 -0.80303 0.1 -0.1 0.1 0.306
O 2.26970 1.61195 -0.33646 -0.7 -0.1 0.0 -0.634
H 1.52102 -1.74165 -1.89596 -1.7 0.2 0.5 0.304
H 0.05721 -1.93198 -2.37551 0.1 -0.1 0.0 0.290
O 0.56693 -1.55335 -1.65012 1.7 -0.2 -0.5 -0.588
H 1.70436 -2.75240 1.17258 -0.4 -0.2 0.6 0.301
H 2.01662 -4.20674 1.77239 -0.3 0.5 0.1 0.320
O 2.17049 -3.57789 1.06155 0.7 -0.3 -0.8 -0.624
```
Positions in Å, forces in eV/Å.

The net charge is +1. The HOMO energy is -14.0 eV. The value obtained for the LUMO energy is -2.95 eV. The relative energy (zero: lowest compared OMol25 entry of this formula, charge and spin) comes out at 29.5 kcal/mol. The calculation puts the total energy at -479.3529 a.u. The HOMO-LUMO gap comes out at 11.05 eV. For the molecular weight, the calculation gives 130.2 g mol⁻¹. As for the spin multiplicity: 1.

***

This record from the Open Molecules 2025 dataset describes a 3-piece molecular cluster, C4H13NO3 overall at a distorted geometry. The level of theory is ωB97M-V/def2-TZVPD.

The geometry in XYZ format:
```
21
Properties=species:S:1:pos:R:3:forces:R:3:mulliken_charge:R:1
C 0.60244 -1.86223 -0.82846 1.1 -2.8 -0.4 -0.750
N 0.03885 -0.64742 -1.33827 -1.8 1.6 0.3 -0.333
C 0.78419 0.59665 -1.19761 -0.8 0.6 -0.9 0.269
C 1.12930 0.95128 0.21940 1.1 1.6 -1.2 -1.596
C 2.04624 0.65237 -2.08181 -1.0 0.4 0.6 -0.033
O 2.80761 1.50738 -1.70322 1.2 -0.7 -1.6 -0.470
H 0.52397 -2.69595 -1.64004 0.4 1.4 1.2 0.263
H 1.70060 -1.80041 -0.53953 -1.2 0.2 -0.4 0.277
H 0.09729 -2.35747 0.04123 0.2 0.9 -0.4 0.236
H -0.86249 -0.40756 -0.88482 0.7 -0.9 -0.6 0.269
H 0.14825 1.49079 -1.56299 0.6 -1.6 0.0 0.228
H 1.70470 1.86411 0.32988 0.0 0.1 -0.3 0.380
H 0.38775 0.96983 0.92411 -2.9 0.4 1.2 0.495
H 1.68360 0.21240 0.63819 2.4 -2.4 1.0 0.452
H 2.11226 -0.03917 -3.03773 0.2 1.2 1.5 0.290
O -2.76897 1.99328 0.55301 4.2 2.4 0.7 -0.624
H -2.93022 1.10636 0.28893 0.2 -1.2 -0.3 0.303
H -1.69184 2.15874 0.63431 -4.4 -1.1 -0.4 0.341
O -2.58514 -0.89508 3.64206 -0.3 4.0 1.2 -0.589
H -2.61773 -1.58357 3.07028 -0.1 -3.3 -2.6 0.291
H -2.31067 -1.21434 4.47310 0.5 -0.7 1.4 0.301
```
Positions in Å, forces in eV/Å.

The net charge is 0. The HOMO energy is -9.2 eV. The value obtained for the LUMO energy is 0.30 eV. The relative energy (zero: lowest compared OMol25 entry of this formula, charge and spin) comes out at 81.5 kcal/mol. The calculation puts the total energy at -440.5853 a.u. The HOMO-LUMO gap comes out at 9.51 eV. As for the SMILES: CN[C@@H](C)C=O.O.O. For the molecular weight, the calculation gives 123.2 g mol⁻¹. As for the spin multiplicity: 1.

***

Q: Look up the HOMO-LUMO gap of the first one.
A: 8.15 eV

***

Copy entry 3 word for word.
This record from the Open Molecules 2025 dataset describes a 3-piece molecular cluster, C4H13NO3 overall at a distorted geometry. The level of theory is ωB97M-V/def2-TZVPD.

The geometry in XYZ format:
```
21
Properties=species:S:1:pos:R:3:forces:R:3:mulliken_charge:R:1
C 0.60244 -1.86223 -0.82846 1.1 -2.8 -0.4 -0.750
N 0.03885 -0.64742 -1.33827 -1.8 1.6 0.3 -0.333
C 0.78419 0.59665 -1.19761 -0.8 0.6 -0.9 0.269
C 1.12930 0.95128 0.21940 1.1 1.6 -1.2 -1.596
C 2.04624 0.65237 -2.08181 -1.0 0.4 0.6 -0.033
O 2.80761 1.50738 -1.70322 1.2 -0.7 -1.6 -0.470
H 0.52397 -2.69595 -1.64004 0.4 1.4 1.2 0.263
H 1.70060 -1.80041 -0.53953 -1.2 0.2 -0.4 0.277
H 0.09729 -2.35747 0.04123 0.2 0.9 -0.4 0.236
H -0.86249 -0.40756 -0.88482 0.7 -0.9 -0.6 0.269
H 0.14825 1.49079 -1.56299 0.6 -1.6 0.0 0.228
H 1.70470 1.86411 0.32988 0.0 0.1 -0.3 0.380
H 0.38775 0.96983 0.92411 -2.9 0.4 1.2 0.495
H 1.68360 0.21240 0.63819 2.4 -2.4 1.0 0.452
H 2.11226 -0.03917 -3.03773 0.2 1.2 1.5 0.290
O -2.76897 1.99328 0.55301 4.2 2.4 0.7 -0.624
H -2.93022 1.10636 0.28893 0.2 -1.2 -0.3 0.303
H -1.69184 2.15874 0.63431 -4.4 -1.1 -0.4 0.341
O -2.58514 -0.89508 3.64206 -0.3 4.0 1.2 -0.589
H -2.61773 -1.58357 3.07028 -0.1 -3.3 -2.6 0.291
H -2.31067 -1.21434 4.47310 0.5 -0.7 1.4 0.301
```
Positions in Å, forces in eV/Å.

The net charge is 0. The HOMO energy is -9.2 eV. The value obtained for the LUMO energy is 0.30 eV. The relative energy (zero: lowest compared OMol25 entry of this formula, charge and spin) comes out at 81.5 kcal/mol. The calculation puts the total energy at -440.5853 a.u. The HOMO-LUMO gap comes out at 9.51 eV. As for the SMILES: CN[C@@H](C)C=O.O.O. For the molecular weight, the calculation gives 123.2 g mol⁻¹. As for the spin multiplicity: 1.